[1]
Entry from OMol25: the molecule C4H9NO2 (ωB97M-V/def2-TZVPD).

Geometry as XYZ:
```
16
C4H9NO2 ωB97M-V/def2-TZVPD
C -2.0435 0.7916 0.8631
C -1.7667 -0.5268 0.1449
N -0.6060 -0.4612 -0.7267
C 0.6504 -0.4637 -0.1975
O 0.9443 -0.8029 0.9304
O 1.5403 -0.0451 -1.1271
C 2.8839 0.0518 -0.6681
H -2.1243 1.6158 0.1449
H -2.9796 0.7430 1.4294
H -1.2296 1.0186 1.5589
H -1.5881 -1.3250 0.8700
H -2.6228 -0.8242 -0.4697
H -0.7010 0.0306 -1.6027
H 3.4836 0.2580 -1.5555
H 2.9856 0.8701 0.0511
H 3.2035 -0.8785 -0.1943
```

The LUMO energy is 0.92 eV. Its HOMO-LUMO gap is 10.6890 eV. The structure (SMILES) is CCNC(=O)OC. For the energy above the lowest of the compared OMol25 structures with the same formula, charge and spin, the calculation gives 9.9 kcal per mole. As for the molar mass: 103.1 g/mol. The calculation puts the HOMO energy at -9.77 eV. Its total charge is 0.

---

[2]
Entry from OMol25: C34H47BClIrN7OS3 as an isolated structure (ωB97M-V/def2-TZVPD).

Geometry as XYZ:
```
95
C34H47BClIrN7OS3 ωB97M-V/def2-TZVPD
Ir 0.2472 -0.1379 0.7720
C 1.9391 4.9388 0.0801
C 2.8344 3.9297 -0.6346
C 3.5209 2.9766 0.3366
C 3.9000 4.6820 -1.4258
N 1.9899 3.1249 -1.5916
C 2.1750 3.1094 -2.9583
C 1.2043 2.3380 -3.4894
N 0.4194 1.8731 -2.4614
B -0.8327 1.0057 -2.7877
N -2.0466 1.3266 -1.8814
C -2.8041 2.4411 -2.1710
C -3.8600 2.4461 -1.3411
N -3.7644 1.3295 -0.5305
C -2.6268 0.6718 -0.8595
S -1.9566 -0.7671 -0.1421
C -4.8839 1.0601 0.4492
C -4.7506 -0.2708 1.1701
C -4.8676 2.1951 1.4716
C -6.1908 1.0425 -0.3464
N -0.4964 -0.5012 -2.9066
C -1.1739 -1.2571 -3.8366
C -0.5751 -2.4584 -3.9042
N 0.4831 -2.4528 -3.0136
C 0.4857 -1.2525 -2.3851
S 1.5366 -0.7430 -1.0848
C 1.4232 -3.6394 -2.9971
C 0.6721 -4.8114 -2.3706
C 1.7829 -3.9452 -4.4558
C 2.7269 -3.3747 -2.2537
C 0.9229 2.3472 -1.3170
S 0.2271 2.0432 0.2678
H 2.5570 5.5631 0.7252
H 1.1862 4.4587 0.7029
H 1.4393 5.5875 -0.6401
H 4.1986 3.5439 0.9740
H 4.1028 2.2267 -0.2016
H 2.7981 2.4763 0.9763
H 4.4950 5.2546 -0.7165
H 3.4657 5.3899 -2.1318
H 4.5761 4.0069 -1.9509
H 2.9625 3.6514 -3.4433
H 0.9906 2.0962 -4.5150
H -1.1584 1.3505 -3.8893
H -2.5373 3.1172 -2.9635
H -4.6789 3.1362 -1.2738
H -3.8739 -0.2917 1.8087
H -4.7120 -1.1149 0.4838
H -5.6349 -0.3819 1.7974
H -3.9166 2.2166 2.0068
H -5.6672 2.0379 2.1948
H -5.0265 3.1687 1.0092
H -6.1666 0.2673 -1.1130
H -6.4113 1.9965 -0.8215
H -7.0117 0.8220 0.3349
H -2.0086 -0.8632 -4.3882
H -0.7982 -3.3034 -4.5264
H -0.2291 -5.0583 -2.9315
H 0.3804 -4.5892 -1.3435
H 1.3153 -5.6914 -2.3678
H 0.9314 -4.2911 -5.0382
H 2.5277 -4.7394 -4.4726
H 2.2099 -3.0685 -4.9437
H 2.6053 -3.2760 -1.1798
H 3.2379 -2.4881 -2.6281
H 3.3748 -4.2317 -2.4351
O -0.7254 0.2878 2.6644
C -1.3349 -0.8877 3.2263
C -0.7132 -2.1558 2.7090
C -0.9374 -3.3651 3.3418
C -0.4401 -4.5258 2.7767
C 0.2853 -4.4414 1.5978
C 0.4926 -3.2016 1.0340
N -0.0006 -2.0803 1.5742
H -0.0089 0.5893 3.2617
H -2.3817 -0.8641 2.9307
H -1.2797 -0.8369 4.3135
H -1.5038 -3.3904 4.2632
H -0.6119 -5.4820 3.2522
H 0.6987 -5.3220 1.1268
H 1.0656 -3.0641 0.1297
Cl 2.6818 -2.7274 3.6203
C 2.3070 -1.1115 4.1355
C 2.2317 -0.8746 5.5015
C 1.9744 0.4024 5.9721
C 1.8114 1.4472 5.0715
C 1.8920 1.1980 3.7103
C 2.1282 -0.0897 3.1976
C 2.1598 -0.3072 1.7284
H 2.3893 -1.6947 6.1887
H 1.9184 0.5811 7.0370
H 1.6301 2.4524 5.4274
H 1.7677 2.0171 3.0094
H 2.5769 -1.2733 1.4615
H 2.7425 0.4710 1.2363
```

The LUMO energy (alpha / beta) is -4.96 / -7.45 eV. Its HOMO-LUMO gap (alpha / beta) is 8.0954 / 5.7598 eV. For the energy above the lowest of the compared OMol25 structures with the same formula, charge and spin, the calculation gives 0.3 kcal per mole. As for the molar mass: 904.5 g/mol. Its spin multiplicity is 2. The calculation puts the HOMO energy (alpha / beta) at -13.06 / -13.21 eV. Its total charge is +2.

---

[3]
Entry from OMol25: a 7-piece molecular cluster, C14H27Cl12N overall (ωB97M-V/def2-TZVPD).

Geometry as XYZ:
```
54
C14H27Cl12N ωB97M-V/def2-TZVPD
Cl -29.1492 -0.9137 -1.9073
C -29.3908 -2.1732 -0.6316
C -28.2391 -3.1469 -0.5437
Cl -26.7831 -2.4099 0.1075
H -30.3339 -2.6133 -0.9556
H -29.5169 -1.5834 0.2763
H -28.1176 -3.5041 -1.5663
H -28.2254 -3.9838 0.1545
Cl -24.3745 -3.6503 3.6022
C -25.5877 -4.7894 2.9796
C -27.0065 -4.2308 3.1195
Cl -28.1832 -5.4168 2.4937
H -25.4605 -5.7425 3.4929
H -25.3616 -4.8699 1.9164
H -27.0693 -3.2586 2.6308
H -27.2025 -4.1341 4.1874
Cl -24.5807 -5.6509 9.2840
C -23.9958 -6.5607 7.8033
C -24.9202 -6.3970 6.6302
Cl -26.6378 -6.7427 6.9934
H -23.9469 -7.5879 8.1647
H -23.0391 -6.1781 7.4478
H -24.6128 -6.9851 5.7654
H -24.8210 -5.4023 6.1955
Cl -20.7535 -1.6707 4.1141
C -21.2344 -2.7585 5.4860
C -21.3815 -2.0330 6.7897
Cl -19.7430 -1.7813 7.4236
H -20.4524 -3.5161 5.5369
H -22.1333 -3.3459 5.2989
H -21.7210 -2.8389 7.4404
H -22.1769 -1.2945 6.8898
Cl -24.5912 0.3309 4.7452
C -25.3299 -0.4133 3.3043
C -26.1357 0.4580 2.3103
Cl -25.1341 1.8426 1.7594
H -25.9047 -1.2759 3.6415
H -24.5718 -0.9444 2.7288
H -27.0169 0.8855 2.7888
H -26.3562 -0.0778 1.3871
Cl -23.9474 -7.8936 2.9274
C -24.0321 -8.9782 1.3929
C -23.9207 -7.9830 0.2333
Cl -25.5513 -7.2351 0.0046
H -24.9521 -9.5624 1.4145
H -23.1638 -9.6371 1.3896
H -23.7463 -8.5258 -0.6957
H -23.1069 -7.2884 0.4415
C -30.4633 -1.8356 5.4325
C -29.4400 -1.3847 4.5052
N -28.6252 -1.0131 3.7514
H -30.3245 -2.8561 5.7892
H -31.4893 -1.7843 5.0681
H -30.5102 -1.2145 6.3270
```

The LUMO energy is 0.24 eV. Its HOMO-LUMO gap is 10.4224 eV. The structure (SMILES) is ClCCCl.ClCCCl.ClCCCl.ClCCCl.ClCCCl.ClCCCl.CC#N. As for the molar mass: 634.8 g/mol. The calculation puts the HOMO energy at -10.18 eV. Its total charge is 0.

---

[4]
Entry from OMol25: a 7-piece molecular cluster, C44H78F10NO19P2 overall (ωB97M-V/def2-TZVPD).

Geometry as XYZ:
```
154
C44H78F10NO19P2 ωB97M-V/def2-TZVPD
C -2.7541 -1.7458 -5.8621
C -3.1077 -0.6068 -5.2520
C -2.1430 0.3374 -4.5684
C -2.2868 0.4763 -3.0344
P -4.0883 0.8363 -2.5722
O -4.2150 1.1075 -1.1466
O -4.6923 2.0026 -3.4680
O -4.8525 -0.5108 -2.9711
N -2.0954 -0.8654 -2.3081
P -1.0364 -2.2058 -3.1528
C 0.3688 -2.6092 -2.0802
C -2.1298 -3.6599 -3.0704
C -1.9375 -0.7661 -0.8035
C -1.2731 0.5007 -0.2483
C 0.1776 0.1639 0.1859
C 0.0929 -0.4770 1.5749
C 1.2397 -1.5734 1.9096
O -0.2988 -1.7534 1.5396
O -1.9608 0.7672 0.9317
C -1.8675 2.1272 1.3562
C -2.2168 2.1855 2.8711
O -2.3172 0.9142 3.4569
C -3.6457 0.5499 3.8415
C -3.5521 -0.7829 4.5863
O -1.3961 1.6589 -1.0695
C -1.3530 1.6165 -2.4557
C -1.9001 3.0839 -2.7893
F -2.8438 3.4527 -1.9510
F -0.8826 3.9442 -2.6072
F -2.3137 3.2487 -4.0468
C 0.1072 1.5933 -3.0545
F 0.1157 2.2021 -4.2651
F 0.4693 0.3100 -3.3238
C 1.3175 2.1917 -2.2248
F 0.9796 2.9033 -1.1434
F 2.0988 1.1720 -1.8167
C 2.2941 3.1060 -3.0360
F 1.7277 4.2354 -3.4292
F 3.2507 3.4205 -2.1420
F 2.8689 2.4672 -4.0423
H -1.8116 -1.8368 -6.3906
H -3.3998 -2.6166 -5.8316
H -4.1463 -0.2977 -5.3227
H -2.2747 1.3156 -5.0295
H -1.1404 0.0330 -4.8518
H -4.6491 1.8070 -4.4165
H -5.7484 -0.3549 -3.3000
H -3.0037 -1.3243 -2.4204
H 1.1210 -1.8274 -2.0317
H 0.8038 -3.4990 -2.5419
H 0.1018 -2.8881 -1.0561
H -3.1390 -3.3200 -2.8107
H -2.1594 -4.1098 -4.0656
H -1.8389 -4.3555 -2.2839
H -1.3952 -1.6219 -0.4151
H -2.9254 -0.8277 -0.3534
H 0.6452 -0.5752 -0.4552
H 0.7814 1.0559 0.3411
H -0.1712 0.1712 2.4004
H 1.5100 -2.6109 1.7118
H 1.7806 -1.2258 0.9952
H -0.8638 2.5250 1.2400
H -2.5885 2.7581 0.8387
H -3.1563 2.7330 2.9895
H -1.4600 2.7777 3.3873
H -4.2549 0.4296 2.9395
H -4.0370 1.3140 4.5096
H -3.9598 -0.6918 5.5902
H -2.5105 -1.0886 4.6643
H -4.0925 -1.5631 4.0506
O -1.9570 -5.3523 -5.4720
C -1.3405 -6.3810 -5.3200
O -0.2274 -6.3370 -4.5765
C 0.5217 -7.5129 -4.2124
C 1.4657 -7.9492 -5.3105
C -1.7629 -7.6605 -5.9910
H -0.1536 -8.3092 -3.8994
H 1.0867 -7.2160 -3.3313
H 0.9307 -8.2262 -6.2188
H 2.0501 -8.8082 -4.9825
H 2.1465 -7.1377 -5.5669
H -1.4341 -7.6274 -7.0293
H -2.8485 -7.7116 -5.9696
H -1.3749 -8.5607 -5.5241
O 5.6424 -3.7654 0.2548
C 5.6152 -2.5692 0.3170
O 4.5310 -1.9460 -0.1981
C 4.2872 -0.5452 -0.0978
C 4.9539 0.2484 -1.1922
C 6.7473 -1.7564 0.8938
H 4.5274 -0.1799 0.9027
H 3.2097 -0.4510 -0.2146
H 6.0425 0.1865 -1.1714
H 4.6688 1.2977 -1.1127
H 4.6298 -0.1326 -2.1617
H 7.5321 -1.6771 0.1422
H 7.1402 -2.2912 1.7547
H 6.4654 -0.7584 1.2190
O -5.5203 1.1897 6.2419
C -6.6589 1.0268 5.8956
O -7.2632 2.0083 5.1979
C -8.5686 1.8697 4.6265
C -9.6672 2.1334 5.6347
C -7.4323 -0.2124 6.2800
H -8.6737 0.8966 4.1439
H -8.6045 2.6180 3.8366
H -9.6422 1.4173 6.4560
H -10.6442 2.0699 5.1553
H -9.5497 3.1277 6.0647
H -7.7696 -0.1008 7.3098
H -6.7548 -1.0612 6.2235
H -8.2895 -0.4251 5.6475
O 6.3762 8.5720 1.6584
C 5.9164 8.2077 0.6144
O 4.8004 7.4402 0.6403
C 4.0855 7.0477 -0.5320
C 4.6937 5.8293 -1.1953
C 6.5778 8.5219 -0.7065
H 3.9771 7.8854 -1.2224
H 3.0839 6.8086 -0.1728
H 5.7088 6.0202 -1.5444
H 4.0896 5.5313 -2.0472
H 4.7447 5.0031 -0.4850
H 7.4110 7.8340 -0.8463
H 6.9662 9.5355 -0.6534
H 5.9189 8.4608 -1.5686
O 0.9874 2.5469 2.4515
C 1.7894 3.4318 2.6367
O 1.5836 4.2839 3.6401
C 2.5402 5.2889 4.0265
C 2.4504 6.5295 3.1650
C 2.9668 3.6237 1.7077
H 3.5456 4.8671 4.0447
H 2.2815 5.5288 5.0552
H 2.6790 6.3169 2.1205
H 3.1532 7.2844 3.5155
H 1.4411 6.9400 3.2045
H 2.6155 4.1320 0.8091
H 3.3414 2.6395 1.4315
H 3.7912 4.1890 2.1335
O 0.5164 -7.6419 2.4852
C 1.4278 -6.9850 2.9083
O 1.3307 -5.6409 2.8531
C 2.2989 -4.7571 3.4323
C 3.4829 -4.5524 2.5114
C 2.6934 -7.6245 3.4307
H 2.5932 -5.0986 4.4256
H 1.7671 -3.8162 3.5685
H 4.0263 -5.4776 2.3232
H 4.1816 -3.8312 2.9364
H 3.1408 -4.1808 1.5449
H 3.3091 -7.9138 2.5798
H 2.4138 -8.5189 3.9816
H 3.2791 -6.9928 4.0923
```

The LUMO energy is -2.19 eV. Its HOMO-LUMO gap is 8.4853 eV. For the energy above the lowest of the compared OMol25 structures with the same formula, charge and spin, the calculation gives 0.0 kcal per mole. As for the molar mass: 1177.0 g/mol. The calculation puts the HOMO energy at -10.67 eV. Its total charge is +1.

---

[5]
Entry from OMol25: C6H8F10InN3O14S7 as an isolated structure (ωB97M-V/def2-TZVPD).

Geometry as XYZ:
```
49
C6H8F10InN3O14S7 ωB97M-V/def2-TZVPD
In -0.6596 1.1022 0.1066
C -2.9499 -1.1594 3.2326
F -2.0968 -1.8497 2.5293
F -4.0162 -1.8272 3.6123
F -2.2504 -0.6823 4.3082
S -3.7342 0.2548 2.0712
O -5.0636 -0.2011 1.6267
O -3.5926 1.5142 2.7709
N -2.5588 0.3355 0.7693
S -2.9099 -0.7907 -0.2620
O -1.7269 -1.0085 -1.0848
O -3.5085 -2.1239 0.0641
C -4.0131 0.1661 -1.5016
F -3.3500 0.8730 -2.4234
F -4.6831 -0.7687 -2.1858
F -4.9253 0.9865 -0.8276
N 0.1522 0.5213 1.9931
S 1.3239 -0.3935 2.2720
O 1.0629 -1.7218 2.8930
O 2.5912 0.2978 2.4931
F 1.5738 -0.7794 0.7279
S -0.1008 0.6583 3.6990
O 0.6135 1.6597 4.4515
O -0.6059 -0.4483 4.4710
F -1.4988 1.4587 3.4835
N -0.5751 0.7141 -1.9704
S -0.4943 1.5975 -3.0791
O -1.4326 1.4691 -4.1518
O 0.8297 2.0084 -3.3664
F -0.9887 2.9045 -2.2310
S -0.7401 -0.7945 -2.8194
O 0.0199 -1.0153 -4.0360
O -2.1375 -1.3050 -2.7113
F 0.0206 -1.7297 -1.8137
C 4.6944 0.5541 -0.8074
C 4.1383 -0.5843 -0.0037
C 3.0072 -1.2521 -0.7327
S 2.0609 0.1140 -1.5464
O 0.8162 0.4918 -0.8793
O 2.1335 -0.3665 -2.9740
C 3.4549 1.3334 -1.3239
H 5.2070 0.1096 -1.6606
H 5.3899 1.0991 -0.1692
H 3.8453 -0.2358 0.9867
H 4.8097 -1.3357 0.4119
H 2.3705 -1.9207 -0.1534
H 3.4388 -1.8918 -1.5025
H 3.3553 2.0725 -0.5289
H 3.7032 1.8898 -2.2277
```

The LUMO energy is -4.39 eV. Its HOMO-LUMO gap is 4.5293 eV. For the energy above the lowest of the compared OMol25 structures with the same formula, charge and spin, the calculation gives 357.9 kcal per mole. As for the molar mass: 875.4 g/mol. The calculation puts the HOMO energy at -8.91 eV. Its total charge is 0.

---

[6]
Entry from OMol25: a 3-piece molecular cluster, C7H19BrNO3 overall (ωB97M-V/def2-TZVPD).

Geometry as XYZ:
```
31
C7H19BrNO3 ωB97M-V/def2-TZVPD
Br -0.9927 2.5585 3.2560
C 2.5306 0.2557 1.0313
O 1.9139 -0.7665 0.2848
C 0.5681 -1.0332 0.6595
C -0.3739 0.0962 0.1925
N -0.1172 0.6794 -1.1206
C -0.2615 -0.3330 -2.2415
C 0.1664 0.3789 -3.5396
O 1.5326 0.8173 -3.5508
C 2.5448 -0.1362 -3.1799
H 3.3066 0.8263 0.5212
H 3.0950 -0.0966 1.8947
H 1.8678 0.9871 1.4938
H 0.4844 -1.1989 1.7336
H 0.3204 -1.9705 0.1614
H -0.2311 0.9077 0.9061
H -1.4382 -0.1334 0.2439
H 0.8657 0.9118 -1.1313
H -1.2316 -0.8081 -2.3871
H 0.3995 -1.1618 -1.9878
H -0.4631 1.2610 -3.6571
H 0.0446 -0.3161 -4.3703
H 3.5336 0.1803 -3.5119
H 2.2759 -1.1111 -3.5864
H 2.5212 -0.3450 -2.1103
C -4.1315 -0.2690 4.1195
O -2.9243 -0.1419 3.3247
H -3.9599 0.1116 5.1263
H -4.8577 0.4486 3.7376
H -4.5283 -1.2811 4.1986
H -2.4602 0.6822 3.4891
```

The LUMO energy is 3.04 eV. Its HOMO-LUMO gap is 7.1939 eV. For the energy above the lowest of the compared OMol25 structures with the same formula, charge and spin, the calculation gives 15.5 kcal per mole. As for the molar mass: 245.1 g/mol. The calculation puts the HOMO energy at -4.15 eV. Its total charge is -1.

---

Q: What is the total charge in the third record?
A: 0

---

Q: Which of these has the lowest total charge?
A: C7H19BrNO3

---

Q: What is the formula in the third record?
A: C14H27Cl12N